Record 1
ORCA calculation (ωB97M-V with the def2-TZVPD basis set) on C23H25BrF6N2O11PSW as an isolated structure at a distorted geometry.

```
71
Properties=species:S:1:pos:R:3:forces:R:3:lowdin_charge:R:1
W 1.2490 -0.2871 0.6736 -0.1 0.0 1.1 2.2357
O -1.4293 0.6341 0.3670 -1.1 0.2 -0.2 -0.1106
C -2.7511 0.2154 -0.0241 0.1 0.1 -0.1 -0.1359
C -2.9961 -1.2259 0.4325 -0.4 0.8 0.6 -0.0709
N -1.9163 -2.1351 0.1416 -0.4 -0.3 -0.1 0.0122
C -1.3911 -2.2077 -1.1844 0.9 0.1 -0.8 0.0280
C -0.6690 -0.8878 -1.6603 -2.3 -0.4 -1.1 -0.4711
O -1.0942 -0.2438 -2.5644 0.9 -0.4 0.6 0.2258
O 0.3962 -0.6063 -0.9309 2.0 1.0 1.3 -0.1834
C -1.5390 -3.0758 1.1415 0.1 -0.5 0.6 0.0191
C -0.1822 -2.6724 1.8178 -0.5 -0.1 1.6 -0.5088
O 0.0165 -2.7824 2.9917 -0.3 -0.2 -0.9 0.1996
O 0.6656 -2.2124 0.9356 0.6 1.7 -0.7 -0.1379
H -1.3869 1.5809 0.1633 0.3 -0.1 0.0 0.1249
H -2.8630 0.3194 -1.1087 -0.1 0.0 0.2 0.1296
H -3.4964 0.8442 0.4734 0.0 -0.2 -0.1 0.1519
H -3.9156 -1.5696 -0.0615 0.1 -0.2 -0.1 0.1771
H -3.1590 -1.2280 1.5122 0.0 -0.2 -0.3 0.1252
H -2.1936 -2.3645 -1.9188 0.0 0.1 0.2 0.1806
H -0.6636 -3.0213 -1.2597 -0.1 0.0 0.0 0.1477
H -1.3650 -4.0731 0.7199 0.0 0.1 -0.2 0.1724
H -2.2992 -3.1400 1.9216 0.1 0.1 -0.1 0.1606
C 8.1634 2.4237 5.2576 0.3 0.0 0.0 -0.0237
C 6.9738 1.7423 4.6861 -0.3 0.0 -0.2 -0.2319
C 6.2371 0.8405 5.4580 -0.1 -0.1 -0.2 0.0007
C 5.0961 0.2435 4.9595 -0.1 0.0 0.2 -0.0401
C 4.6891 0.5539 3.6689 -0.5 0.1 -0.5 -0.2830
C 5.4221 1.4105 2.8621 0.0 0.0 -0.2 -0.0332
C 6.5640 1.9952 3.3741 0.0 -0.1 0.2 0.0042
S 3.0876 0.0715 3.1138 -0.1 -0.8 1.1 0.7923
O 2.8244 -1.3150 2.7771 0.7 0.1 0.8 -0.2893
O 2.7229 0.8929 1.9309 0.0 0.1 -0.4 -0.4079
N 2.1161 0.4513 4.3916 0.2 -0.3 -0.6 -0.1007
C 1.1490 1.5472 4.3193 0.1 0.6 0.0 -0.1750
C -0.2929 1.0405 4.3398 0.6 -0.1 -0.3 -0.0288
C -0.6259 0.1530 3.1593 -2.2 0.0 0.9 -0.4668
O -1.7060 -0.3354 2.9538 0.9 0.2 0.2 0.1495
O 0.3921 -0.0740 2.3180 0.9 -0.4 -1.3 -0.2346
H 8.1067 2.4845 6.3414 0.0 0.1 0.0 0.0910
H 8.2910 3.4193 4.8407 0.0 0.1 0.0 0.0927
H 9.0612 1.8563 5.0136 0.1 0.0 0.0 0.1040
H 6.5554 0.6256 6.4666 0.0 -0.1 0.1 0.1294
H 4.5165 -0.4348 5.5619 -0.1 -0.1 0.2 0.1207
H 5.0722 1.6266 1.8666 0.1 0.2 -0.2 0.1169
H 7.1389 2.6722 2.7621 0.0 0.1 -0.1 0.1300
H 1.7403 -0.3840 4.8201 0.2 -0.3 0.0 0.1314
H 1.3523 2.1031 3.3936 -0.1 0.1 0.4 0.1246
H 1.3186 2.2055 5.1770 -0.1 0.0 -0.2 0.1380
H -0.9925 1.8801 4.3447 0.0 -0.1 0.0 0.1511
H -0.4814 0.4673 5.2516 -0.1 0.0 -0.1 0.1492
F 2.7984 1.2493 -0.7015 -0.6 0.4 0.0 -0.1801
P 1.9025 2.6528 -0.9237 0.3 -1.1 -0.1 0.3333
F 0.9053 1.7000 -1.7157 0.2 1.0 -0.5 -0.1007
F 2.7399 3.1997 -2.0669 0.1 0.2 -0.1 0.0240
F 0.8276 1.6619 0.5829 -0.1 -1.2 0.3 -0.3455
F 0.7859 3.7264 -0.7835 0.1 0.1 0.0 -0.0407
F 2.6654 3.1992 0.3285 -0.1 0.3 -0.3 -0.0601
Br 2.0043 -3.4010 -3.5014 -0.2 -0.8 -0.1 0.9050
C 2.4459 -4.1486 -1.8117 -0.1 0.4 -0.4 -0.5625
C 2.3643 -5.5244 -1.6470 0.0 0.2 0.0 -0.0977
C 2.6040 -6.0736 -0.3981 0.0 0.1 0.0 -0.0367
C 2.9350 -5.2627 0.6813 0.0 0.1 0.1 -0.0397
C 3.0241 -3.8919 0.5167 0.0 0.0 -0.1 -0.0107
C 2.7851 -3.3173 -0.7374 0.2 0.0 0.3 -0.1757
C 2.7953 -1.8498 -0.8927 -0.1 -1.2 -4.9 -0.5248
O 2.6458 -1.2515 -1.9414 0.9 -0.7 1.6 0.0354
O 2.8379 -1.1370 0.2335 -0.9 1.7 2.4 -0.1645
H 2.1032 -6.1516 -2.4863 0.0 0.0 0.0 0.1119
H 2.5209 -7.1421 -0.2719 0.0 -0.1 0.0 0.1214
H 3.1150 -5.7048 1.6490 0.0 0.0 0.1 0.1178
H 3.2577 -3.2357 1.3457 0.1 -0.1 0.0 0.1086
```
Forces are in eV/Å.

Calculated values
- <S²> = 0.755
- net charge = +2
- E_LUMO (alpha / beta) (eV) = -8.742 / -9.649
- HOMO-LUMO gap (alpha / beta) (eV) = 5.355 / 4.448
- largest force on an atom (eV/Å) = 5.0
- 2S+1 = 2
- relative energy (zero: lowest compared OMol25 entry of this formula, charge and spin) (eV) = 3.0347


Record 2
ORCA calculation (ωB97M-V with the def2-TZVPD basis set) on C23H25F3O12SSi2 as an isolated structure.

```
66
Properties=species:S:1:pos:R:3:forces:R:3:lowdin_charge:R:1
C -1.7521 1.2789 -1.5598 0.2 -0.1 -0.3 -0.0625
C -0.2827 0.9358 -1.4853 -0.3 0.0 0.0 -0.2947
O 0.3648 1.7295 -0.4844 0.1 -0.1 -0.4 -0.2308
Si 1.9393 1.5374 -0.0655 -0.1 -0.1 0.5 0.4423
C 3.0305 0.9051 -1.4462 0.2 -0.2 0.1 -0.1684
C 3.9371 -0.2828 -1.1723 -0.1 0.0 0.1 -0.2739
C 5.0441 -0.4628 -1.9938 0.1 -0.1 0.0 -0.0583
C 5.8945 -1.5437 -1.8285 -0.1 0.1 0.0 -0.0795
C 5.6590 -2.4656 -0.8189 0.1 0.0 -0.2 -0.0877
C 4.5608 -2.3023 0.0015 0.1 0.0 0.1 -0.0984
C 3.7064 -1.2248 -0.1726 -0.1 0.1 -0.1 -0.0651
O 2.4101 3.0733 0.3573 -0.2 0.0 -0.5 -0.3150
Si 1.9682 4.4326 -0.4322 0.7 0.1 0.5 0.5002
C 2.0379 4.4003 -2.2682 -0.2 0.0 -0.1 -0.1799
S -0.1178 5.1268 0.0614 -0.2 0.4 -0.3 0.6482
O -0.0068 6.5568 0.2367 0.1 -0.1 0.2 -0.3510
O -1.0883 4.6195 -0.8748 0.0 -0.2 0.1 -0.3373
C -0.6313 4.4602 1.7563 -0.3 0.0 0.2 -0.6385
F -1.6845 3.6314 1.6112 0.6 0.3 0.2 0.1105
F 0.3810 3.7812 2.3199 -0.4 0.3 -0.2 0.1232
F -0.9831 5.4792 2.5452 0.2 -0.6 -0.3 0.1421
H -1.8771 2.3100 -1.8711 -0.1 0.2 0.2 0.0672
H -2.2028 0.6512 -2.3307 -0.1 -0.1 0.1 0.0819
H -2.2563 1.1030 -0.6153 -0.1 0.1 0.1 0.0643
H -0.1597 -0.1273 -1.2608 0.1 0.0 0.1 0.1156
H 0.1763 1.1132 -2.4620 0.1 0.1 0.0 0.1059
H 2.0075 0.7429 1.1684 0.1 0.0 0.0 0.0332
H 2.4601 0.6860 -2.3509 -0.2 0.1 0.0 0.0899
H 3.6765 1.7488 -1.7023 0.0 0.1 -0.1 0.0807
H 5.2335 0.2487 -2.7869 0.0 0.1 0.0 0.1112
H 6.7337 -1.6553 -2.4997 0.1 -0.1 0.0 0.1015
H 6.3157 -3.3141 -0.6989 0.0 -0.1 0.1 0.1036
H 4.3769 -3.0264 0.7805 -0.1 0.0 0.0 0.0978
H 2.8450 -1.1379 0.4724 0.0 0.0 0.1 0.0748
H 2.8172 5.5087 0.0931 -0.2 0.1 0.1 0.0195
H 1.4465 3.6140 -2.7324 0.0 -0.1 0.0 0.0421
H 3.0832 4.2960 -2.5607 0.1 -0.1 0.0 0.0442
H 1.6855 5.3569 -2.6557 0.0 0.1 0.0 0.0493
C 0.0698 -6.5307 0.3168 -0.1 -0.1 0.0 0.0741
C 0.9166 -5.5556 -0.0413 0.0 0.0 0.0 -0.2330
C 2.4055 -5.7846 -0.1736 0.0 -0.1 0.0 -0.3015
O 3.0641 -4.8197 -0.5191 0.0 -0.1 0.0 0.0931
C 2.9396 -7.0959 0.1153 0.1 0.1 0.0 0.0750
C 2.0937 -8.0721 0.4757 0.0 0.0 0.0 -0.2351
C 0.6004 -7.8494 0.5884 -0.1 0.2 0.0 -0.3121
O -0.0678 -8.8145 0.9086 0.0 -0.1 0.0 0.1065
O 2.4673 -9.3057 0.7625 0.1 -0.1 0.0 0.1211
O 0.5512 -4.3147 -0.3140 -0.1 0.1 0.0 0.1173
H -0.9955 -6.3762 0.4118 0.0 0.0 0.0 0.1359
H 4.0062 -7.2477 0.0305 0.0 0.0 0.0 0.1355
H 1.6488 -9.7933 0.9840 -0.1 0.0 0.0 0.1211
H 1.3738 -3.8386 -0.5495 0.1 0.0 0.0 0.1143
C -6.6671 3.5679 2.7799 -0.1 0.1 0.1 0.0728
C -5.4666 3.2106 2.2973 0.0 0.0 0.0 -0.2282
C -5.2895 2.0147 1.3852 -0.1 -0.1 0.0 -0.3027
O -4.1598 1.7842 0.9977 0.1 0.0 0.0 0.1035
C -6.4526 1.2247 1.0397 0.1 -0.1 -0.1 0.0726
C -7.6489 1.5845 1.5243 0.0 0.0 0.0 -0.2378
C -7.8294 2.7898 2.4200 0.1 0.1 0.1 -0.3155
O -8.9672 3.0247 2.7858 -0.1 0.0 0.0 0.1008
O -8.7750 0.9380 1.2757 0.0 -0.1 -0.1 0.1164
O -4.3474 3.8542 2.5650 0.0 0.1 0.0 0.1202
H -6.8027 4.4205 3.4299 0.0 0.0 0.0 0.1354
H -6.3161 0.3652 0.3989 0.0 0.0 0.0 0.1344
H -9.4752 1.4270 1.7528 0.0 0.1 0.0 0.1191
H -3.6254 3.4084 2.0778 -0.1 0.0 0.0 0.0888
```
Forces are in eV/Å.

Calculated values
- net charge = 0
- E_LUMO (eV) = -1.598
- HOMO-LUMO gap (eV) = 7.757
- largest force on an atom (eV/Å) = 0.9


Among the records above, which one has the lowest net charge?
C23H25F3O12SSi2


The highest net charge belongs to which entry?
C23H25BrF6N2O11PSW